(1)
ORCA calculation (ωB97M-V with the def2-TZVPD basis set) on an isolated ion of composition C4H12NOSe and charge +1.

SMILES: [NH3+]CCOCC[SeH]
Gap between HOMO and LUMO in eV: 9.1466
E_HOMO in eV: -12.4
Relative energy (zero: lowest compared OMol25 entry of this formula, charge and spin) in kcal per mole: 0.0

Geometry as ORCA input:
```
! RIJCOSX wB97M-V def2-TZVPD def2/J DEFGRID3
* xyz 1 1
N 1.0288 -1.2231 -1.4690
C -0.3925 -1.5177 -1.1540
C -0.5401 -1.4319 0.3730
O 0.0672 -0.2337 0.7973
C -0.7656 0.7929 1.3259
C 0.0400 2.0710 1.2000
Se 0.8416 2.0377 -0.6059
H 1.1856 -1.0618 -2.4691
H 1.6476 -1.9724 -1.1390
H 1.2616 -0.3480 -0.9407
H -1.0069 -0.7497 -1.6284
H -0.6795 -2.4999 -1.5272
H -1.5943 -1.4804 0.6540
H -0.0136 -2.2653 0.8520
H -1.0116 0.5844 2.3728
H -1.6929 0.8647 0.7457
H -0.5846 2.9575 1.2918
H 0.8567 2.1023 1.9197
H 1.3525 3.3734 -0.5992
*
```

=====

(2)
ORCA calculation (ωB97M-V with the def2-TZVPD basis set) on a 2-piece molecular cluster, C4H12NS overall at a distorted geometry.

Gap between HOMO and LUMO in eV: 6.4036
E_HOMO in eV: -2.2
Relative energy (zero: lowest compared OMol25 entry of this formula, charge and spin) in kcal per mole: 33.9

Geometry as ORCA input:
```
! RIJCOSX wB97M-V def2-TZVPD def2/J DEFGRID3
* xyz -1 1
C -2.5872 -0.8008 0.7687
S -1.0875 0.2440 1.1467
H -3.2159 -0.8695 1.6683
H -3.2152 -0.4501 -0.0831
H -2.2497 -1.8381 0.5370
C 0.8527 -1.0908 -1.2522
N 1.5476 0.1412 -0.9374
C 0.6416 1.2531 -1.3037
C 2.0156 0.2073 0.4578
H 0.8068 -1.2256 -2.3508
H -0.2106 -1.0800 -0.8596
H 1.3222 -1.9987 -0.8509
H 0.9481 2.1325 -0.7300
H 0.7980 1.5255 -2.3554
H -0.3591 0.8509 -1.1514
H 2.5867 1.1510 0.5846
H 2.6468 -0.6738 0.6239
H 1.1734 0.1715 1.1588
*
```

=====

(3)
ORCA calculation (ωB97M-V with the def2-TZVPD basis set) on a 2-piece molecular cluster, C4H12NS overall.

Gap between HOMO and LUMO in eV: 6.5091
E_HOMO in eV: -2.5
Relative energy (zero: lowest compared OMol25 entry of this formula, charge and spin) in kcal per mole: 3.7

Geometry as ORCA input:
```
! RIJCOSX wB97M-V def2-TZVPD def2/J DEFGRID3
* xyz -1 1
C 1.8155 2.3954 1.4334
C 0.9648 2.0992 0.1967
C -0.2036 1.1642 0.4749
S 0.2768 -0.5101 0.9957
H 1.2079 2.7893 2.2492
H 2.6315 3.0631 1.1446
H 2.2608 1.4678 1.7972
H 0.5873 3.0485 -0.2124
H 1.6091 1.6576 -0.5697
H -0.8471 1.0787 -0.4057
H -0.8157 1.6104 1.2700
C -1.1081 -2.5356 -2.4132
N -1.8181 -1.9320 -1.2949
H -0.3861 -3.3115 -2.1213
H -0.5409 -1.7589 -2.9294
H -1.8166 -2.9617 -3.1273
H -2.4410 -2.5941 -0.8507
H -1.1386 -1.6361 -0.5772
*
```

=====

(4)
ORCA calculation (ωB97M-V with the def2-TZVPD basis set) on a 2-piece molecular cluster, C4H12NS overall at a distorted geometry.

Gap between HOMO and LUMO in eV: 7.3321
E_HOMO in eV: -14.0
Relative energy (zero: lowest compared OMol25 entry of this formula, charge and spin) in kcal per mole: 99.9

Geometry as ORCA input:
```
! RIJCOSX wB97M-V def2-TZVPD def2/J DEFGRID3
* xyz 1 1
C 1.3243 1.1062 -1.1934
C 0.7450 -0.3928 1.7963
C 0.3089 -0.8339 0.5571
C -0.9757 -0.6682 0.1733
N -1.2231 -1.0246 -1.1197
S -1.8264 1.0496 0.7326
H 1.6973 0.2434 -1.5673
H 1.9237 1.4817 -0.4027
H 0.3138 1.1120 -0.8699
H -0.0985 0.0470 2.2764
H 1.3266 -1.2478 2.2723
H 1.5769 0.4162 1.6333
H 1.0353 -1.4386 -0.0430
H -1.5908 -1.3247 0.9130
H -0.7250 -0.4915 -1.8943
H 1.3440 1.7565 -1.9943
H -2.2334 -1.0203 -1.3987
H -2.9227 1.2297 0.1292
*
```

=====

(5)
ORCA calculation (ωB97M-V with the def2-TZVPD basis set) on a 2-piece molecular cluster, C4H12NS2 overall at a distorted geometry.

Gap between HOMO and LUMO (alpha / beta) in eV: 4.0258 / 9.6627
Expectation value of S²: 0.751
E_HOMO (alpha / beta) in eV: -3.6 / -9.3
Relative energy (zero: lowest compared OMol25 entry of this formula, charge and spin) in kcal per mole: 56.6

Geometry as ORCA input:
```
! RIJCOSX wB97M-V def2-TZVPD def2/J DEFGRID3
* xyz 0 2
C -1.0625 1.5713 -1.4411
C -1.6966 0.2077 -1.2796
S -0.5524 -1.0814 -1.8935
S -1.4496 -2.8494 -1.2454
H -1.7211 2.3825 -1.1406
H -0.7211 1.7276 -2.4657
H -0.1647 1.6137 -0.8153
H -2.6128 0.0934 -1.8600
H -1.9394 -0.0371 -0.2438
H -1.1272 -2.7536 0.0532
C 1.9517 0.1616 1.3160
C 1.4052 0.9469 2.2497
N 1.2242 -0.9639 0.7512
H 2.9572 0.2998 0.9524
H 2.0284 1.6678 2.7593
H 0.3754 0.8079 2.5469
H 0.4029 -1.2185 1.3896
H 0.8579 -0.7799 -0.2139
H 1.8445 -1.7965 0.5805
*
```

=====

(6)
ORCA calculation (ωB97M-V with the def2-TZVPD basis set) on a 2-piece molecular cluster, C4H12NS2 overall.

Gap between HOMO and LUMO in eV: 8.3129
E_HOMO in eV: -13.0
Relative energy (zero: lowest compared OMol25 entry of this formula, charge and spin) in kcal per mole: 14.1

Geometry as ORCA input:
```
! RIJCOSX wB97M-V def2-TZVPD def2/J DEFGRID3
* xyz 1 1
C -1.3029 1.5162 -0.0119
C -0.4002 0.9825 1.0910
C -1.2259 -0.9033 2.4129
N -0.7044 -0.4324 1.3567
H -1.2289 0.9127 -0.9115
H -2.3356 1.5598 0.3195
H -0.9816 2.5246 -0.2634
H 0.6510 1.0231 0.7995
H -0.5416 1.5307 2.0180
H -1.4343 -1.9670 2.4706
H -1.4430 -0.2398 3.2383
H -0.5077 -1.0696 0.5726
C 1.0646 -0.4015 -2.5874
S 1.0254 -1.6259 -1.2548
S 2.6096 -1.0426 -0.0870
H 1.0660 0.5965 -2.1538
H 0.1779 -0.5688 -3.1956
H 1.9563 -0.5761 -3.1674
H 3.5551 -1.8189 -0.6462
*
```